No. 1
# C63H77Ge2P2RuS4Te

C63H77Ge2P2RuS4Te as an isolated structure in a non-equilibrium geometry (ωB97M-V/def2-TZVPD, the Open Molecules 2025 dataset).

Each line ends with the Mulliken spin population.
CARTESIAN COORDINATES (ANGSTROEM)
1 Ru -2.22 0.34 -1.75  1.989
2 C -2.38 1.16 7.19  0.000
3 C -1.44 1.56 6.08  0.000
4 C -1.83 2.47 5.10  -0.001
5 C -0.95 2.91 4.12  0.004
6 C -1.40 3.94 3.12  -0.025
7 C 0.36 2.41 4.11  0.001
8 C 0.77 1.47 5.06  0.000
9 C 2.17 0.91 5.10  0.000
10 C -0.14 1.05 6.03  0.000
11 C 1.37 3.04 3.20  -0.009
12 C 2.28 3.89 3.80  0.001
13 C 3.22 4.58 3.06  0.000
14 C 3.23 4.44 1.69  -0.001
15 C 2.32 3.61 1.03  -0.010
16 C 1.39 2.88 1.81  0.024
17 Ge 0.26 1.46 0.97  0.038
18 S -1.01 2.15 -0.75  0.269
19 S -1.10 0.09 2.18  0.065
20 Ge -0.15 -1.51 0.87  -0.005
21 S -1.38 -1.70 -1.00  0.447
22 S 1.59 -0.22 0.31  0.079
23 C 0.36 -3.24 1.68  0.020
24 C 1.67 -3.71 1.49  -0.011
25 C 2.07 -4.88 2.13  0.001
26 C 1.19 -5.59 2.93  0.000
27 C -0.11 -5.14 3.10  0.002
28 C -0.54 -3.97 2.48  -0.028
29 C -1.97 -3.59 2.72  0.003
30 C -2.32 -2.87 3.86  -0.007
31 C -1.29 -2.35 4.82  0.000
32 C -3.67 -2.67 4.14  0.000
33 C -4.67 -3.21 3.35  0.002
34 C -6.13 -3.02 3.68  -0.002
35 C -4.30 -3.95 2.23  0.001
36 C -2.97 -4.15 1.89  -0.004
37 C -2.60 -4.99 0.70  -0.001
38 C 2.70 -3.03 0.64  0.009
39 C 2.76 -3.27 -0.73  -0.001
40 C 1.72 -4.11 -1.44  0.009
41 C 3.81 -2.72 -1.47  0.002
42 C 4.78 -1.93 -0.87  0.000
43 C 5.91 -1.35 -1.68  0.000
44 C 4.70 -1.70 0.50  0.002
45 C 3.68 -2.24 1.26  -0.007
46 C 3.63 -1.98 2.75  0.002
47 C 2.46 3.61 -0.46  0.005
48 C 1.76 4.55 -1.22  -0.012
49 C 0.72 5.47 -0.62  0.009
50 C 2.05 4.67 -2.58  -0.002
51 C 3.01 3.89 -3.19  0.000
52 C 3.37 4.08 -4.64  -0.003
53 C 3.70 2.95 -2.42  0.009
54 C 3.46 2.82 -1.05  0.005
55 C 4.33 1.91 -0.23  -0.003
56 H -3.40 1.48 6.98  0.000
57 H -2.06 1.61 8.13  0.000
58 H -2.37 0.08 7.33  0.000
59 H -2.84 2.87 5.12  0.000
60 H -2.38 4.34 3.39  0.000
61 H -1.49 3.51 2.11  0.016
62 H -0.69 4.77 3.06  0.000
63 H 2.67 0.98 4.13  0.000
64 H 2.15 -0.14 5.40  0.000
65 H 2.78 1.45 5.83  0.000
66 H 0.17 0.33 6.77  0.000
67 H 2.24 4.02 4.88  0.000
68 H 3.93 5.24 3.55  0.000
69 H 3.94 4.99 1.08  0.000
70 H 3.08 -5.24 1.98  0.000
71 H 1.52 -6.50 3.42  0.000
72 H -0.80 -5.69 3.72  0.001
73 H -0.27 -2.55 4.49  0.000
74 H -1.43 -2.81 5.80  0.000
75 H -1.40 -1.28 4.94  0.000
76 H -3.94 -2.10 5.03  0.000
77 H -6.25 -2.56 4.66  0.000
78 H -6.65 -3.97 3.68  0.000
79 H -6.62 -2.37 2.94  0.000
80 H -5.07 -4.40 1.61  0.000
81 H -3.49 -5.32 0.17  0.001
82 H -2.03 -5.87 1.00  0.000
83 H -1.97 -4.43 0.00  0.009
84 H 1.37 -4.93 -0.81  0.002
85 H 2.13 -4.53 -2.36  0.001
86 H 0.85 -3.50 -1.70  0.007
87 H 3.86 -2.92 -2.53  -0.001
88 H 5.78 -1.53 -2.75  0.000
89 H 6.87 -1.80 -1.38  0.000
90 H 6.00 -0.27 -1.52  0.000
91 H 5.45 -1.07 0.98  0.000
92 H 4.31 -1.17 3.02  0.000
93 H 3.91 -2.87 3.31  0.000
94 H 2.62 -1.71 3.06  0.000
95 H 0.54 5.25 0.43  -0.002
96 H -0.22 5.38 -1.16  0.002
97 H 1.05 6.51 -0.70  0.000
98 H 1.51 5.41 -3.16  0.001
99 H 2.53 4.50 -5.20  0.000
100 H 3.66 3.14 -5.11  0.000
101 H 4.21 4.77 -4.73  0.000
102 H 4.47 2.35 -2.89  0.002
103 H 5.07 1.40 -0.86  0.000
104 H 3.75 1.14 0.29  0.003
105 H 4.87 2.47 0.54  0.000
106 C -4.08 1.86 0.98  0.052
107 P -4.02 0.62 -0.34  -0.005
108 C -4.45 -0.92 0.51  0.001
109 C -5.53 0.95 -1.34  0.039
110 C -5.53 0.02 -2.55  -0.009
111 P -3.88 0.14 -3.37  0.100
112 C -3.86 -1.25 -4.53  0.024
113 C -4.15 1.60 -4.44  0.014
114 H -5.04 1.81 1.48  0.001
115 H -3.92 2.85 0.56  -0.003
116 H -3.28 1.64 1.69  -0.011
117 H -5.46 -0.86 0.91  -0.002
118 H -3.74 -1.07 1.32  0.023
119 H -4.36 -1.76 -0.18  -0.006
120 H -5.51 2.00 -1.66  -0.006
121 H -6.42 0.81 -0.72  -0.001
122 H -6.31 0.27 -3.27  0.004
123 H -5.67 -1.02 -2.24  -0.002
124 H -4.82 -1.34 -5.03  0.001
125 H -3.63 -2.17 -3.98  0.002
126 H -3.07 -1.10 -5.28  0.002
127 H -4.98 1.40 -5.13  0.001
128 H -3.25 1.82 -5.01  0.001
129 H -4.39 2.46 -3.82  0.002
130 C 3.39 -0.74 -8.00  0.000
131 C 2.35 -0.40 -6.98  0.008
132 C 1.17 0.26 -7.33  0.001
133 C 0.24 0.66 -6.38  -0.102
134 C -1.02 1.35 -6.83  0.086
135 C 0.51 0.38 -5.03  -0.073
136 Te -0.63 1.43 -3.54  0.891
137 C 1.63 -0.35 -4.65  -0.011
138 C 1.87 -0.79 -3.23  0.040
139 C 2.54 -0.72 -5.64  0.003
140 H 3.12 -0.36 -8.99  0.000
141 H 3.53 -1.82 -8.08  0.001
142 H 4.36 -0.30 -7.72  0.001
143 H 0.98 0.47 -8.38  0.001
144 H -0.97 1.61 -7.89  0.005
145 H -1.20 2.27 -6.27  -0.019
146 H -1.88 0.69 -6.70  -0.006
147 H 1.21 -0.29 -2.54  0.046
148 H 2.90 -0.59 -2.92  -0.011
149 H 1.70 -1.86 -3.14  0.014
150 H 3.43 -1.28 -5.35  0.001

Computed properties:
Expectation value of S²   6.02
Net charge   +1
Largest force on an atom   1.1 eV/A
Kohn-Sham gap (spin up / spin down)   0.28716 / 0.21546 Ha
Multiplicity   5



No. 2
# C8H7N6O

C8H7N6O as an isolated structure in a non-equilibrium geometry (ωB97M-V/def2-TZVPD, the Open Molecules 2025 dataset).

Each line ends with the natural charge from an NBO analysis.
CARTESIAN COORDINATES (ANGSTROEM)
1 C 2.95 -1.89 -0.40  0.198
2 C 2.78 1.69 -1.14  0.202
3 C 3.43 0.52 0.88  0.183
4 C 0.66 -0.99 -0.65  0.595
5 C -1.32 0.13 0.23  0.747
6 C 2.20 -0.72 -0.90  -0.368
7 C 2.57 0.57 -0.26  -0.034
8 C -1.64 1.39 0.85  -0.747
9 N 3.53 -2.72 0.09  -0.156
10 N 3.00 2.62 -1.80  -0.128
11 N 4.20 0.46 1.69  -0.118
12 N 0.92 1.03 0.55  -0.338
13 N 0.15 0.13 -0.15  -0.317
14 N 0.08 -2.05 -0.98  -0.651
15 O -1.99 -0.79 -0.13  -0.505
16 H 2.40 -0.69 -2.01  0.324
17 H -1.04 1.74 1.62  0.270
18 H -2.68 1.54 1.24  0.283
19 H -1.58 2.05 0.07  0.276
20 H 1.11 0.64 1.50  0.364
21 H 0.69 -2.70 -1.46  0.441
22 H -0.89 -2.21 -0.82  0.479

Computed properties:
Net charge   +1
Largest force on an atom   4.6 eV/A
Kohn-Sham gap   0.37696 Ha
Multiplicity   1
Energy above the lowest of the compared OMol25 structures with the same formula, charge and spin   0.00 kJ/mol



No. 3
# C5H5Br15

C5H5Br15 as an isolated structure in a non-equilibrium geometry (ωB97M-V/def2-TZVPD, the Open Molecules 2025 dataset).

Each line ends with the natural charge from an NBO analysis.
CARTESIAN COORDINATES (ANGSTROEM)
1 C -12.79 37.59 11.05  -0.428
2 Br -11.36 38.84 10.42  0.068
3 Br -14.05 38.58 12.21  0.077
4 Br -11.89 36.08 12.08  0.059
5 H -13.41 37.31 10.20  0.223
6 C -14.23 33.92 17.63  -0.456
7 Br -14.94 34.23 19.44  0.096
8 Br -12.26 34.44 17.46  0.070
9 Br -15.27 34.73 16.18  0.067
10 H -14.49 32.90 17.36  0.224
11 C -7.09 30.14 17.08  -0.433
12 Br -7.55 31.35 18.58  0.077
13 Br -8.13 28.40 17.01  0.078
14 Br -5.06 30.00 16.82  0.068
15 H -7.51 30.75 16.29  0.210
16 C -16.65 25.19 15.00  -0.498
17 Br -16.03 26.20 16.53  0.085
18 Br -18.60 25.25 14.84  0.074
19 Br -16.01 23.41 15.13  0.110
20 H -16.26 25.65 14.09  0.229
21 C -13.20 31.17 12.78  -0.404
22 Br -11.33 30.72 13.36  0.067
23 Br -14.44 29.78 13.58  0.055
24 Br -13.10 31.17 10.73  0.061
25 H -13.54 32.12 13.19  0.219

Computed properties:
Largest force on an atom   2.2 eV/A
Kohn-Sham gap   0.34781 Ha
Multiplicity   1
Energy above the lowest of the compared OMol25 structures with the same formula, charge and spin   185.15 kJ/mol



No. 4
# C2H7N2O

An isolated ion of composition C2H7N2O and charge +1 in a non-equilibrium geometry (ωB97M-V/def2-TZVPD, the Open Molecules 2025 dataset).

Each line ends with the natural charge from an NBO analysis.
CARTESIAN COORDINATES (ANGSTROEM)
1 C 1.07 1.06 -0.62  -0.443
2 N 0.08 0.34 0.05  -0.058
3 O -0.60 0.93 1.10  -0.527
4 C -0.35 -0.92 -0.25  0.346
5 N -1.23 -1.60 0.40  -0.708
6 H 2.07 0.86 -0.16  0.235
7 H 0.85 2.12 -0.54  0.245
8 H 0.97 0.69 -1.67  0.250
9 H 0.03 1.71 1.46  0.515
10 H 0.34 -1.47 -0.97  0.246
11 H -1.52 -2.58 0.07  0.462
12 H -1.71 -1.13 1.12  0.439

Computed properties:
Net charge   +1
Largest force on an atom   5.2 eV/A
Kohn-Sham gap   0.39407 Ha
Multiplicity   1
SMILES   C/[N+](O)=C/N
Energy above the lowest of the compared OMol25 structures with the same formula, charge and spin   258.86 kJ/mol



No. 5
# H12MgO6

H12MgO6 as an isolated structure in a non-equilibrium geometry (ωB97M-V/def2-TZVPD, the Open Molecules 2025 dataset).

Each line ends with the Mulliken spin population.
CARTESIAN COORDINATES (ANGSTROEM)
1 Mg 13.17 3.20 16.28  2.325
2 O 14.98 3.88 16.39  -0.371
3 H 15.08 4.47 15.64  0.151
4 H 15.72 4.08 16.96  0.105
5 O 13.82 1.78 14.69  -0.492
6 H 14.29 1.82 13.85  0.060
7 H 13.91 0.88 14.97  0.112
8 O 12.46 4.27 17.82  -0.512
9 H 12.78 4.50 18.69  0.066
10 H 11.58 4.64 17.78  0.131
11 O 12.59 4.71 15.12  -0.543
12 H 11.80 5.24 15.26  0.148
13 H 12.92 5.01 14.27  0.150
14 O 13.40 1.55 17.44  -0.514
15 H 14.06 0.87 17.33  0.099
16 H 12.76 1.17 18.05  0.126
17 O 11.39 2.49 15.99  -0.288
18 H 11.00 2.23 15.15  0.084
19 H 10.77 2.19 16.65  0.164

Computed properties:
Expectation value of S²   0.75
Net charge   +1
Largest force on an atom   1.0 eV/A
Kohn-Sham gap (spin up / spin down)   0.12838 / 0.47191 Ha
Multiplicity   2
Energy above the lowest of the compared OMol25 structures with the same formula, charge and spin   15.71 kJ/mol